(1)
Formula: C2H2N3O
Source: the Open Molecules 2025 dataset
Level of theory: ωB97M-V with the def2-TZVPD basis set

Results
LUMO energy (alpha / beta) = -0.3426 / -0.3145 Ha
HOMO level (alpha / beta) = -16.9 / -16.9 eV
total energy = -316.349126 Eh
total charge = +1
energy above the lowest of the compared OMol25 structures with the same formula, charge and spin = 632.6 kJ/mol
2S+1 = 1
gap between HOMO and LUMO (alpha / beta) = 7.58 / 8.31 eV

Each line ends with the Mulliken charge.
Positions of all 8 atoms, in Å:
C (-0.21770, -0.55610, 1.50941)  0.103
C (0.16071, 0.37446, 0.50432)  0.514
N (-0.37317, -1.33947, 2.32903)  -0.143
N (0.52516, 1.46621, 0.18046)  0.537
N (-0.57275, -0.59708, -1.21903)  -0.391
O (0.97181, 2.44341, -0.18178)  -0.292
H (0.07649, -0.14476, -1.92872)  0.336
H (-0.57055, -1.64667, -1.19369)  0.337

Forces on the atoms, in the same order (eV/Å):
0.9 1.6 -0.9
-1.5 -2.0 -0.7
-0.3 -0.5 0.4
-0.6 -2.5 1.4
1.1 1.4 0.5
0.8 2.4 -1.0
-0.9 -1.3 0.5
0.5 0.9 -0.1

---

(2)
Formula: C29H48N7O2P2Pd
Source: the Open Molecules 2025 dataset
Level of theory: ωB97M-V with the def2-TZVPD basis set

Results
LUMO energy = -0.1069 Ha
HOMO level = -8.7 eV
total energy = -2478.080341 Eh
total charge = +1
energy above the lowest of the compared OMol25 structures with the same formula, charge and spin = 0.0 kJ/mol
2S+1 = 1
gap between HOMO and LUMO = 5.75 eV

Each line ends with the Mulliken charge.
Positions of all 89 atoms, in Å:
Pd (0.49644, 0.02283, 0.60056)  -0.284
N (-0.40286, -5.47589, 0.13700)  -0.067
C (0.46247, -4.38240, -0.44426)  -0.844
C (0.56220, -3.26788, 0.58768)  0.274
N (-0.73231, -2.78798, 1.01533)  0.276
C (-1.61146, -3.81673, 1.49892)  -0.819
C (-1.77330, -4.97605, 0.50930)  -0.573
H (0.05624, -5.83135, 0.97938)  0.395
H (-0.47639, -6.25964, -0.51189)  0.353
H (-0.03828, -4.04346, -1.35119)  0.367
H (1.42815, -4.81764, -0.69802)  0.382
H (1.12800, -2.41810, 0.18752)  -0.721
H (1.12142, -3.63505, 1.45886)  0.352
H (-1.13566, -2.13895, 0.34899)  -0.047
H (-2.59498, -3.40263, 1.71741)  0.443
H (-1.21786, -4.21156, 2.44437)  0.352
H (-2.24044, -4.64195, -0.41649)  0.342
H (-2.33463, -5.81439, 0.92007)  0.402
C (-0.25294, 4.35500, -1.54209)  -1.063
N (-1.17455, 3.30209, -1.94204)  0.783
C (-1.58126, 3.35509, -3.33566)  -1.240
P (-1.98202, 2.50310, -0.74061)  0.180
O (-1.12926, 2.25662, 0.44272)  -0.565
N (-2.55948, 1.15033, -1.56300)  0.254
C (-3.57270, 0.39263, -0.84405)  -0.865
C (-1.53513, 0.29207, -2.14598)  -0.250
N (-3.32946, 3.35209, -0.26202)  0.201
C (-4.30873, 3.82991, -1.21822)  -0.948
C (-3.78849, 3.32621, 1.11485)  -0.786
H (-0.74178, 5.33426, -1.49805)  0.227
H (0.56175, 4.41326, -2.26752)  0.368
H (0.16473, 4.12252, -0.56460)  0.212
H (-2.03143, 4.32125, -3.58958)  0.344
H (-2.30145, 2.56922, -3.54757)  0.431
H (-0.70760, 3.21056, -3.97800)  0.239
H (-4.36149, 1.05299, -0.48914)  0.312
H (-3.15613, -0.14170, 0.02399)  0.170
H (-4.01957, -0.33880, -1.52042)  0.384
H (-0.89490, 0.86300, -2.81518)  -0.208
H (-2.02330, -0.49728, -2.72376)  0.620
H (-0.88011, -0.15976, -1.37536)  -0.299
H (-3.90029, 3.81138, -2.22543)  0.191
H (-4.59519, 4.85764, -0.98165)  0.326
H (-5.21823, 3.21640, -1.20995)  0.335
H (-2.99407, 2.95359, 1.75533)  0.044
H (-4.67270, 2.68693, 1.23461)  0.318
H (-4.05860, 4.33432, 1.43889)  0.320
C (3.12760, 1.72705, -0.34804)  -1.505
P (2.18011, 0.19996, -0.72220)  1.752
C (3.53457, -1.04599, -0.67078)  0.568
C (3.87877, -1.54075, 0.58831)  -0.568
C (4.90407, -2.46247, 0.73779)  -0.696
C (5.58892, -2.92408, -0.37859)  -0.534
C (5.24982, -2.44701, -1.63599)  -0.713
C (4.23549, -1.50949, -1.78299)  -0.375
C (1.89714, 0.35607, -2.52406)  0.081
C (2.07698, 1.53464, -3.24056)  -0.466
C (1.70976, 1.61347, -4.57938)  -0.803
C (1.16998, 0.51314, -5.22610)  -0.598
C (0.99372, -0.67368, -4.52417)  -0.687
C (1.34277, -0.74095, -3.18629)  -0.328
H (3.95773, 1.88774, -1.03819)  0.500
H (3.52157, 1.62447, 0.66271)  0.405
H (2.45146, 2.58200, -0.35667)  0.344
H (3.32116, -1.19370, 1.45327)  0.307
H (5.16933, -2.82234, 1.72409)  0.443
H (6.38661, -3.64677, -0.26703)  0.416
H (5.78546, -2.79641, -2.50956)  0.430
H (3.99854, -1.13381, -2.76968)  0.376
H (2.49991, 2.40736, -2.76004)  0.388
H (1.85712, 2.53982, -5.12018)  0.450
H (0.89087, 0.57510, -6.26955)  0.395
H (0.57697, -1.54084, -5.02135)  0.409
H (1.17852, -1.66131, -2.63234)  0.369
N (-0.41901, 0.08637, 7.84601)  -0.356
C (-0.26802, 1.11895, 6.97458)  0.258
O (-0.19196, 2.27355, 7.33374)  -0.592
C (-0.19802, 0.75043, 5.51791)  0.898
C (-0.51632, 1.72155, 4.58238)  -0.964
C (-0.43740, 1.42022, 3.23245)  -0.430
N (-0.04820, 0.22064, 2.78655)  0.145
C (0.26475, -0.71001, 3.68815)  -0.224
C (0.20440, -0.49661, 5.05358)  -0.997
H (-0.50471, 0.30918, 8.82302)  0.234
H (-0.63604, -0.84413, 7.54270)  0.173
H (-0.80967, 2.70661, 4.91756)  0.507
H (-0.67857, 2.14521, 2.46839)  0.745
H (0.59258, -1.66238, 3.28959)  0.253
H (0.50896, -1.28686, 5.72694)  0.370

Forces on the atoms, in the same order (eV/Å):
0.0 0.3 0.6
0.0 -0.1 0.0
0.1 0.1 0.0
0.0 0.0 0.0
0.1 -0.1 0.1
-0.1 -0.1 -0.2
-0.1 0.1 0.1
0.0 0.0 0.0
0.0 0.0 0.0
0.0 0.0 0.0
0.0 0.0 0.0
0.0 0.0 0.0
0.0 0.0 0.0
0.0 0.0 0.1
0.0 0.0 0.0
0.0 0.0 0.0
0.0 0.0 0.0
0.0 0.0 0.0
0.0 0.0 0.0
-0.1 -0.1 0.1
0.0 0.0 0.0
-0.3 0.1 -0.4
0.1 -0.1 0.1
0.1 0.3 0.3
0.0 0.0 0.0
0.0 -0.1 0.0
0.2 -0.1 -0.1
0.0 0.0 0.0
0.0 0.0 0.0
0.0 0.0 0.0
0.0 0.0 0.0
0.0 0.0 0.0
0.0 0.0 0.0
0.0 0.0 0.0
0.0 0.0 0.0
0.0 0.0 0.0
0.0 0.0 0.0
0.0 0.0 0.0
0.0 0.0 0.0
0.0 0.0 0.0
-0.1 0.0 -0.1
0.0 0.0 0.0
0.0 0.0 0.0
0.0 0.0 0.0
0.0 0.0 0.0
0.0 0.0 0.0
0.0 0.0 0.0
0.1 -0.1 0.0
0.3 0.1 -0.5
0.0 0.0 0.0
0.0 0.0 0.0
0.0 0.0 0.0
0.0 0.0 0.0
0.0 0.0 0.0
0.0 0.1 0.1
-0.1 -0.1 0.0
0.0 0.0 0.1
0.0 0.0 -0.1
0.0 0.0 0.0
0.0 0.0 0.0
0.0 0.0 -0.1
0.0 0.0 0.0
0.0 0.0 0.0
0.0 0.0 0.0
0.0 0.0 0.0
0.0 0.0 0.0
0.0 0.0 0.0
0.0 0.0 0.0
0.0 0.0 0.0
0.0 0.0 0.0
0.0 0.0 0.0
0.0 0.0 0.0
0.0 0.0 0.0
0.0 0.0 0.0
0.1 0.0 0.0
-0.1 0.0 0.1
0.0 0.0 0.0
0.0 0.0 -0.1
0.0 0.0 0.0
0.1 0.0 0.1
-0.2 -0.1 -0.2
0.0 -0.1 0.0
0.0 0.0 0.0
0.0 0.0 0.0
0.0 0.0 0.0
0.0 0.0 0.0
0.0 0.0 0.0
0.0 0.0 0.0
0.0 0.0 0.0

---

(3)
Formula: C22H27N5O4S
Source: the Open Molecules 2025 dataset
Level of theory: ωB97M-V with the def2-TZVPD basis set

Results
LUMO energy = -0.0138 Ha
HOMO level = -8.4 eV
total energy = -1827.429230 Eh
energy above the lowest of the compared OMol25 structures with the same formula, charge and spin = 163.6 kJ/mol
2S+1 = 1
gap between HOMO and LUMO = 8.00 eV

Each line ends with the Mulliken charge.
Positions of all 59 atoms, in Å:
O (-1.59024, -2.32567, 3.21562)  -0.622
N (-1.13204, -1.22874, 2.87684)  1.079
O (-1.58273, -0.14712, 3.27627)  -0.601
C (-0.03402, -1.20849, 1.98238)  -0.560
C (0.70615, -0.02160, 1.76507)  -0.158
C (1.78814, 0.01035, 0.87699)  -1.067
C (2.13419, -1.15091, 0.19195)  0.511
N (3.09784, -1.46779, -0.73065)  -0.078
C (2.94697, -2.79499, -1.09234)  0.193
C (3.79449, -3.46078, -2.14481)  -0.778
C (4.28902, -4.83718, -1.76140)  0.604
C (4.03507, -5.93303, -2.60107)  -0.410
C (4.51530, -7.20579, -2.27689)  -0.557
C (5.25640, -7.39607, -1.10765)  -0.380
C (5.51374, -6.31243, -0.26258)  -0.554
C (5.03426, -5.03855, -0.58881)  -0.276
N (1.94465, -3.33714, -0.43670)  -0.727
C (1.42964, -2.32716, 0.37249)  0.646
C (0.35247, -2.36692, 1.26236)  -0.281
H (0.44067, 0.89085, 2.29122)  0.571
H (2.34545, 0.92802, 0.72308)  0.376
H (3.78559, -0.82812, -1.11446)  0.215
H (4.65872, -2.82939, -2.36526)  0.280
H (3.19444, -3.52772, -3.05623)  0.352
H (3.45874, -5.80446, -3.51229)  0.287
H (4.30871, -8.04729, -2.93153)  0.359
H (5.62646, -8.38476, -0.85259)  0.364
H (6.08256, -6.45975, 0.65071)  0.362
H (5.23743, -4.20741, 0.07980)  0.331
H (-0.18121, -3.30601, 1.36733)  0.494
C (-5.45180, 5.26460, -0.77545)  -1.015
N (-4.19875, 4.77083, -0.20960)  0.007
C (-3.01937, 4.79875, -0.83850)  0.240
O (-2.91019, 5.29844, -1.95096)  -0.702
C (-1.75480, 4.23603, -0.15284)  0.023
C (-1.53098, 2.73719, -0.44976)  -0.752
C (-2.59277, 1.78245, 0.11369)  -0.560
S (-2.38141, 0.03979, -0.33573)  0.090
C (-2.93770, 0.04691, -2.05774)  -1.000
N (-1.55987, 4.54011, 1.28361)  -0.120
C (-2.35781, 4.31844, 2.33337)  0.893
C (-1.79585, 4.70872, 3.67983)  -1.379
O (-3.47751, 3.83364, 2.26863)  -0.727
H (-6.25969, 5.15228, -0.05122)  0.359
H (-5.69450, 4.69864, -1.67651)  0.306
H (-5.34721, 6.31807, -1.04144)  0.300
H (-4.22248, 4.35441, 0.71603)  0.227
H (-0.93846, 4.74707, -0.66377)  0.396
H (-0.55902, 2.44030, -0.05392)  0.094
H (-1.49657, 2.61237, -1.53206)  0.476
H (-3.58314, 2.10181, -0.20794)  0.358
H (-2.55391, 1.82767, 1.20030)  0.223
H (-2.87331, -0.96364, -2.46146)  0.372
H (-3.97226, 0.38663, -2.10587)  0.313
H (-2.30707, 0.70901, -2.64910)  0.276
H (-0.68097, 4.97461, 1.51073)  0.269
H (-1.54444, 5.76765, 3.68133)  0.379
H (-2.54562, 4.51209, 4.44616)  0.351
H (-0.90943, 4.11120, 3.88334)  0.329

Forces on the atoms, in the same order (eV/Å):
0.5 1.2 -0.4
-1.8 -0.2 1.4
0.6 -1.0 -0.5
2.5 -0.5 -2.2
0.3 0.0 -0.3
-0.4 0.2 0.5
0.0 0.3 0.1
0.8 0.5 -0.6
-1.0 0.1 0.9
-0.1 0.1 0.3
0.1 -0.6 0.1
0.3 0.0 0.5
0.1 0.3 0.3
-0.2 0.3 -0.1
-0.3 0.2 -0.4
-0.1 -0.5 -0.3
0.5 0.0 -0.3
-0.7 -0.5 0.3
-0.6 0.1 0.6
-0.1 -0.2 0.0
-0.1 0.0 0.1
-0.3 -0.3 0.1
-0.1 0.1 0.0
0.1 0.0 0.0
0.0 0.1 0.1
0.0 0.1 0.1
0.0 0.1 0.0
-0.1 0.0 -0.1
-0.1 0.0 -0.1
-0.1 0.2 0.2
0.6 0.0 -0.3
-0.5 -0.4 0.9
-0.2 0.8 -0.4
0.4 -0.3 -0.2
0.0 -0.5 0.3
-0.4 -0.3 -0.1
0.2 0.3 -0.1
0.2 -0.1 0.0
0.0 0.4 0.1
0.5 0.3 -0.8
-0.6 -0.2 0.9
0.0 0.0 -0.1
-0.3 -0.2 -0.2
0.2 -0.1 0.0
-0.1 0.1 0.0
-0.1 -0.1 -0.1
0.0 0.0 0.0
-0.2 0.2 0.1
0.1 0.1 0.0
0.1 0.1 -0.1
-0.1 0.0 0.1
-0.2 -0.2 0.0
0.1 0.1 0.2
0.0 0.0 -0.1
0.0 -0.1 -0.1
0.0 0.0 -0.1
0.2 0.1 0.1
0.1 0.0 -0.2
0.1 0.1 0.1

---

| no. | F_max (eV/Å) |
| --- | --- |
| 1 | 2.94 |
| 2 | 0.73 |
| 3 | 3.44 |